DFT (ωB97M-V with the def2-TZVPD basis set) results for a cluster of 8 separate species, C24H67N3O9 in total at a distorted geometry.

The geometry in XYZ format:
```
103
Properties=species:S:1:pos:R:3:forces:R:3
O 0.194204 -1.423923 -4.679037 0.25 0.50 -0.31
O -1.800728 4.112803 -1.017009 -0.62 0.18 -0.56
O -4.481477 -2.951688 0.820355 0.31 -0.11 0.18
O 4.318476 4.377044 -2.871788 0.80 1.21 0.10
O 0.743066 -2.184935 3.149148 0.48 -0.21 -0.11
O -2.197098 -5.063169 5.237583 0.31 0.06 0.34
O -0.047808 -0.694234 -1.964337 -0.35 -0.31 0.90
O 0.189004 3.243536 3.119274 1.71 -0.82 -0.12
O -4.054197 0.838228 -3.261351 0.50 0.58 -0.47
N -3.182351 3.376632 -4.384803 -0.99 -0.55 -1.13
N 2.241858 1.515396 -2.481390 0.03 -2.29 0.61
N -0.300051 -3.192406 5.663614 0.03 0.13 0.35
C 1.248512 -1.757777 4.410617 0.27 -0.18 0.41
C 1.340910 2.478271 2.557967 -0.58 0.22 1.30
C 3.770578 3.160438 -3.196155 0.29 -0.23 -2.54
C -1.212541 2.117167 -5.273860 -0.60 -0.09 -0.80
C 2.808792 2.790004 -2.148507 -0.52 -0.26 2.28
C -4.235275 -0.082372 -2.238900 0.01 -0.60 -0.10
C -3.073245 -2.944796 1.096695 -0.71 -0.26 -1.69
C -0.458428 -4.286722 6.596113 0.63 -0.12 -0.25
C 1.404629 -0.686294 -5.022488 -0.62 -0.04 1.69
C -2.671787 1.082827 -3.560161 -0.57 -0.32 -0.57
C -2.644945 2.065141 -4.723416 0.24 -0.44 -0.46
C 1.113643 -2.865199 5.468709 -0.74 -0.69 -0.61
C 2.646118 -1.388595 -4.501771 -0.54 0.71 -0.74
C 1.519352 1.118839 3.272405 0.65 1.22 -0.81
C -1.911666 -4.648120 6.579002 -0.30 -2.00 0.06
C 1.802070 -2.609460 2.289420 -1.48 -0.36 -1.07
C 0.312595 5.037472 -0.148035 -0.53 -1.60 1.71
C -2.630594 -3.749301 2.248184 0.14 0.64 1.39
C 3.508492 2.796589 -0.750003 0.29 -0.26 -1.20
C -0.402965 4.022913 -1.019636 0.32 0.29 0.18
C -3.313872 -5.902114 5.144477 -0.64 0.25 -1.07
C 5.196052 4.877390 -3.860185 -0.83 0.41 0.22
C -0.630993 -1.366741 -0.827346 0.02 0.59 -0.08
C -0.515951 -0.384750 0.317131 0.63 -0.15 0.66
H 0.347252 3.277947 4.081277 -0.16 0.05 -0.60
H 2.918920 -2.170863 -5.197018 0.05 -0.66 0.25
H -0.094691 -2.279092 -0.562749 0.15 -0.18 -0.28
H -0.500275 2.430496 -4.535985 0.44 0.28 0.51
H -3.419567 -6.164845 4.064881 0.11 0.02 0.84
H 4.648401 5.346368 -4.689219 -0.08 -0.34 -0.07
H 1.325301 -3.009253 1.362333 0.25 -0.02 0.82
H 2.457481 -3.357541 2.721488 0.00 -0.22 0.25
H -3.302708 1.647404 -5.509578 0.26 0.18 0.26
H -2.690219 3.839094 -3.665112 0.78 0.39 1.01
H 1.531024 -0.413670 -6.054960 -0.43 -0.27 -0.74
H -0.626705 -0.838672 1.308629 0.05 -0.20 -0.21
H 2.161799 0.541759 2.609211 0.10 -0.31 0.02
H -0.088953 4.220976 -2.025108 -0.04 -0.19 -0.83
H -2.183783 0.119403 -3.845805 -0.15 0.58 0.34
H 4.404252 2.148441 -0.762248 -0.50 -0.06 0.05
H 2.295053 3.069599 2.583287 -0.93 -0.29 -0.04
H -4.144853 3.259276 -4.068419 0.32 0.07 -0.05
H -0.325862 5.228915 0.746087 0.66 -0.01 -0.43
H 1.238139 4.538605 0.183483 -0.13 0.57 0.08
H -2.601525 -3.849622 6.853675 0.18 0.19 0.20
H -0.150695 -3.942946 7.593991 0.02 -0.35 -0.10
H -1.706703 -1.626400 -0.945609 0.66 0.14 -0.44
H 1.271292 1.415004 -2.256936 -0.89 0.52 -0.20
H -2.140318 1.574993 -2.736273 -0.08 -0.36 0.34
H -4.919037 -2.393681 1.465188 -0.09 0.09 0.15
H -4.235956 -5.339707 5.411014 0.32 -0.51 0.17
H 1.073225 2.247188 1.532690 -0.12 0.36 -0.19
H 0.075062 -2.225997 -5.182511 0.26 -0.28 -0.38
H 0.465494 0.120331 0.310364 -0.30 -0.22 -0.12
H 2.299260 -1.442423 4.218644 -0.55 -0.02 0.70
H -3.736613 -1.026644 -2.475875 0.24 -0.12 0.10
H 2.501191 -1.688065 -3.473656 0.08 -0.37 0.13
H -2.691512 -1.936950 1.019676 0.11 0.43 0.63
H 4.562374 2.396328 -3.360636 -0.19 0.01 0.54
H 0.635410 -0.910913 4.771599 0.37 -0.36 -0.32
H -0.814297 -3.510467 4.851187 0.58 0.45 -0.63
H 0.556643 0.630661 3.304184 -0.13 -0.16 0.36
H 2.059656 1.196153 4.228600 -0.60 -0.01 -0.12
H -1.283319 0.353496 0.246656 -0.49 0.78 -0.18
H -2.061024 -5.542528 7.241349 -0.08 0.76 -0.24
H 1.983299 3.510932 -2.069289 0.37 0.11 -0.37
H 5.838810 4.092041 -4.229979 0.41 -0.20 -0.17
H 2.385568 -1.782400 1.928248 0.48 0.71 0.15
H 1.221762 0.243969 -4.479102 0.39 -0.05 -0.06
H 3.301708 3.211768 -4.223724 -0.11 -0.02 0.87
H -2.947960 -4.782714 2.168235 0.00 -0.12 -0.07
H -0.896409 1.150366 -5.657230 -0.08 -0.40 0.35
H 2.574612 0.756876 -1.853671 0.42 0.69 -0.72
H -1.538966 -3.673224 2.273165 -0.03 -0.24 0.25
H 5.744645 5.674977 -3.392707 0.54 0.18 0.18
H -5.290126 -0.329057 -2.148382 -0.14 0.28 0.07
H -0.071528 3.020579 -0.760812 -0.02 -0.37 0.11
H -2.631357 -3.443839 0.254953 0.05 -0.17 -0.90
H -3.021540 -3.321148 3.178125 0.16 -0.26 0.12
H 3.443067 -0.669650 -4.550602 0.56 0.39 0.18
H 0.164641 -5.208319 6.268942 -0.82 1.11 0.68
H -1.120141 2.744293 -6.158502 -0.20 0.50 0.18
H 3.884522 3.778681 -0.565025 0.20 0.77 0.25
H -2.164920 3.946209 -0.148168 0.14 -0.06 0.32
H 2.831312 2.533240 0.047960 -0.23 -0.30 0.16
H 0.028400 -1.270894 -2.730452 -0.23 -0.20 -0.36
H -3.848189 0.309260 -1.307146 0.09 -0.01 0.55
H 1.629599 -3.812566 5.182525 0.30 0.63 0.01
H -3.186530 -6.820773 5.739748 -0.18 0.27 -0.06
H 0.534748 5.941909 -0.637700 0.19 1.14 -0.60
H 1.449933 -2.560749 6.468236 0.39 0.18 -0.38
```
Positions in Å, forces in eV/Å.

## Properties
HOMO level   -8.5282 eV
Kohn-Sham gap   9.06 eV